Record 1
C6H16InNO6S | ωB97M-V/def2-TZVPD

Results
HOMO level ... -8.70 eV
E_tot ... -36259.73780 eV
M ... 345.080 g/mol
Kohn-Sham gap ... 0.20751 Eh
LUMO energy ... -3.06 eV

Structure (XYZ):
```
31
C6H16InNO6S (ωB97M-V/def2-TZVPD)
In -1.86 0.66 0.86
S 0.08 -0.34 3.13
O -1.80 2.01 -0.76
O 1.05 -1.01 2.34
O -0.09 -1.01 4.39
O -1.33 -1.19 -0.15
O -1.21 -0.44 2.44
O 0.42 1.06 3.24
N 0.51 0.58 0.95
C 2.39 -0.29 -0.42
C 0.83 -0.12 -0.32
C -2.03 -2.43 -0.08
C -0.60 2.46 -1.28
C 0.01 -1.39 -0.31
C -0.24 1.92 -2.61
H 2.76 -0.66 0.54
H 2.65 -0.95 -1.25
H 1.15 1.36 1.00
H 2.87 0.68 -0.54
H 0.39 0.38 -1.19
H 0.09 0.88 -2.55
H -3.09 -2.22 -0.22
H -1.00 1.98 -3.39
H 0.61 2.55 -2.90
H 0.17 2.22 -0.54
H 0.08 -1.92 -1.26
H 0.44 -2.11 0.38
H -0.51 3.54 -1.29
H 0.90 -0.06 1.63
H -1.74 -3.24 -0.74
H -1.92 -2.89 0.90
```

---

Record 2
C6H16N | ωB97M-V/def2-TZVPD

Results
HOMO level ... -14.31 eV
ΔE to the lowest compared entry with this formula, charge and spin ... 40.6 kcal/mol
E_tot ... -7963.67033 eV
M ... 102.201 g/mol
Kohn-Sham gap ... 0.32608 Eh
Total charge ... +1
LUMO energy ... -5.44 eV

Structure (XYZ):
```
23
C6H16N (ωB97M-V/def2-TZVPD)
N -0.75 0.42 2.40
C -0.94 1.67 2.00
C 1.71 0.04 -2.71
C -0.84 -0.05 3.80
C 0.29 -0.23 -2.12
C -0.02 -1.75 -2.04
C 0.04 0.40 -0.73
H 1.72 -0.27 -3.79
H -1.55 -0.92 3.92
H 0.18 -0.32 4.22
H -1.07 -1.95 -1.80
H -0.39 0.31 -2.83
H 0.59 -2.17 -1.21
H 0.22 -2.28 -2.93
H 2.47 -0.52 -2.23
H -0.45 -0.27 1.71
H 0.21 1.49 -0.78
H -1.21 0.81 4.45
H -0.88 1.86 0.92
H 2.05 1.07 -2.72
H -0.91 0.13 -0.38
H -1.18 2.43 2.82
H 0.72 0.08 0.02
```

---

Record 3
C6H16N | ωB97M-V/def2-TZVPD

Results
HOMO level ... -14.60 eV
ΔE to the lowest compared entry with this formula, charge and spin ... 29.2 kcal/mol
E_tot ... -7964.16467 eV
M ... 102.201 g/mol
Kohn-Sham gap ... 0.34760 Eh
Total charge ... +1
LUMO energy ... -5.14 eV

Structure (XYZ):
```
23
C6H16N (ωB97M-V/def2-TZVPD)
N -0.26 2.13 -0.46
C 0.65 -1.68 0.12
C 0.31 -2.87 1.01
C -0.59 -1.17 -0.58
C -1.74 2.30 -0.41
C 1.39 -0.61 0.94
C 0.55 2.86 -1.09
H -0.40 -0.44 -1.38
H 1.21 -3.19 1.55
H -1.14 -1.95 -1.12
H -1.28 -0.74 0.16
H 1.62 2.67 -0.94
H -0.38 -2.62 1.83
H -2.17 1.34 -0.18
H 2.38 -0.89 1.29
H 1.59 0.27 0.32
H -2.06 2.59 -1.41
H -2.00 3.06 0.32
H 0.03 1.24 -0.05
H -0.15 -3.70 0.48
H 1.36 -2.06 -0.62
H 0.80 -0.32 1.81
H 0.26 3.77 -1.59
```

---

Record 4
C6H16N2 | ωB97M-V/def2-TZVPD

Results
HOMO level (alpha / beta) ... 1.36 / -5.05 eV
ΔE to the lowest compared entry with this formula, charge and spin ... 26.5 kcal/mol
E_tot ... -9459.11920 eV
2S+1 ... 2
M ... 116.208 g/mol
Kohn-Sham gap (alpha / beta) ... 0.10362 / 0.32728 Eh
Total charge ... -1
LUMO energy (alpha / beta) ... 4.18 / 3.85 eV

Structure (XYZ):
```
24
C6H16N2 (ωB97M-V/def2-TZVPD)
N 0.09 -1.17 0.52
N 2.51 1.46 -1.38
C -1.71 -0.35 2.23
C -2.21 1.07 1.85
C 0.84 -0.50 -1.76
C 0.06 -0.08 -0.47
C -1.23 -1.31 1.15
C 1.72 0.66 -2.32
H 0.10 -0.91 -2.46
H 1.53 -1.32 -1.55
H -1.29 -2.38 1.48
H -0.99 -0.37 3.05
H -2.65 -0.85 2.57
H -1.96 -1.48 0.36
H -1.38 1.75 2.18
H 1.15 1.37 -2.92
H -0.96 0.18 -0.77
H 0.49 0.81 0.02
H -3.15 1.32 2.33
H -2.30 1.26 0.78
H 0.83 -1.09 1.20
H 2.05 1.76 -0.53
H 2.53 0.32 -3.00
H 3.23 0.83 -1.00
```

---

Record 5
C6H16N2 | ωB97M-V/def2-TZVPD

Results
HOMO level (alpha / beta) ... -1.11 / -2.09 eV
ΔE to the lowest compared entry with this formula, charge and spin ... 47.9 kcal/mol
E_tot ... -9458.19111 eV
2S+1 ... 2
M ... 116.208 g/mol
Kohn-Sham gap (alpha / beta) ... 0.18898 / 0.22458 Eh
Total charge ... -1
LUMO energy (alpha / beta) ... 4.03 / 4.02 eV

Structure (XYZ):
```
24
C6H16N2 (ωB97M-V/def2-TZVPD)
N -1.05 0.48 1.09
N 0.68 1.93 -0.60
C 1.69 0.21 -2.04
C 1.87 1.12 -0.83
C -2.48 -0.65 2.87
C 0.36 -0.56 -2.11
C 0.21 -1.63 -1.02
C -1.69 0.56 2.36
H -0.50 -0.19 1.71
H 0.81 -2.51 -1.32
H 0.62 -1.31 -0.07
H -1.38 1.25 3.16
H 2.78 1.71 -0.81
H -0.03 1.47 0.02
H 1.96 0.46 0.06
H -0.44 0.16 -1.95
H -3.19 -0.23 3.60
H -1.80 -1.37 3.36
H 1.67 0.90 -2.90
H 0.36 -1.02 -3.10
H -3.12 -1.16 2.16
H -0.80 -2.01 -1.01
H 0.97 2.86 -0.33
H 2.50 -0.48 -2.30
```

---

Record 6
C6H16N2 | ωB97M-V/def2-TZVPD

Results
HOMO level ... -7.38 eV
ΔE to the lowest compared entry with this formula, charge and spin ... 156.3 kcal/mol
E_tot ... -9455.29827 eV
M ... 116.208 g/mol
Kohn-Sham gap ... 0.19874 Eh
LUMO energy ... -1.97 eV

Structure (XYZ):
```
24
C6H16N2 (ωB97M-V/def2-TZVPD)
N -0.98 -1.13 -0.64
N 0.11 0.65 2.17
C 1.07 1.03 -1.92
C -0.90 -0.68 -1.99
C 0.52 -0.28 -2.45
C -1.17 -0.17 0.30
C 1.47 0.94 2.49
C -0.01 -0.39 1.32
H 2.10 1.07 1.60
H 0.54 -0.22 -3.53
H 0.89 -0.60 0.75
H -1.00 0.84 -0.11
H 1.95 0.11 3.04
H -2.16 -0.13 0.76
H -2.27 -0.61 4.10
H -1.50 0.21 -2.19
H -1.26 -1.43 -2.70
H -0.16 -1.39 1.79
H 1.17 -1.15 -2.29
H -2.41 0.13 4.04
H 1.91 1.36 -2.49
H 1.63 1.83 3.08
H 1.31 1.02 -0.85
H 0.33 1.81 -2.05
```

---

Record 7
C6H16N2 | ωB97M-V/def2-TZVPD

Results
SMILES string ... CN[C@H](C)CN(C)C
HOMO level ... -8.53 eV
ΔE to the lowest compared entry with this formula, charge and spin ... 81.2 kcal/mol
E_tot ... -9458.55156 eV
M ... 116.208 g/mol
Kohn-Sham gap ... 0.35438 Eh
LUMO energy ... 1.11 eV

Structure (XYZ):
```
24
C6H16N2 (ωB97M-V/def2-TZVPD)
N -0.77 -0.92 1.46
N 0.16 0.25 -1.25
C 0.90 0.75 2.44
C 1.03 1.19 -2.03
C -0.33 0.86 0.05
C -0.65 -2.33 0.81
C -0.96 -0.01 -2.28
C 0.32 0.02 1.16
H 0.36 2.16 -1.99
H -1.62 -2.57 0.31
H -0.57 -0.52 -3.12
H 1.67 1.51 2.15
H 2.00 1.37 -1.63
H 1.11 0.12 3.27
H 0.17 1.52 2.96
H -0.67 -1.12 2.42
H 1.17 0.74 -2.95
H 1.29 -0.46 0.77
H -1.46 0.79 0.05
H -1.59 -0.69 -1.82
H 0.23 -2.39 0.25
H -0.30 -3.02 1.56
H 0.00 2.01 0.11
H -1.50 0.76 -2.70
```

---

Record 8
C6H16N2 | ωB97M-V/def2-TZVPD

Results
SMILES string ... CCNCCNCC
HOMO level ... -7.87 eV
ΔE to the lowest compared entry with this formula, charge and spin ... 36.5 kcal/mol
E_tot ... -9460.49312 eV
M ... 116.208 g/mol
Kohn-Sham gap ... 0.33041 Eh
LUMO energy ... 1.12 eV

Structure (XYZ):
```
24
C6H16N2 (ωB97M-V/def2-TZVPD)
N -1.23 -0.39 -1.25
N -0.09 1.71 1.41
C 0.93 0.68 1.54
C -0.84 0.98 -0.93
C -0.27 -1.48 -1.41
C -0.74 -2.71 -0.66
C -1.18 1.40 0.53
C 2.31 1.05 0.92
H 0.71 -1.13 -1.05
H 2.47 0.43 0.02
H -1.82 0.64 0.98
H 1.05 0.34 2.56
H -2.09 -0.75 -0.86
H 0.00 -3.50 -0.54
H 2.35 2.06 0.51
H -1.10 -2.44 0.33
H -1.49 -3.27 -1.23
H 0.39 2.57 1.18
H 0.24 1.05 -1.06
H 0.57 -0.23 1.05
H -1.34 1.61 -1.67
H 3.08 0.78 1.64
H -1.81 2.29 0.47
H -0.10 -1.69 -2.47
```

---

Record 9
C6H16N2 | ωB97M-V/def2-TZVPD

Results
SMILES string ... [H]/N=C/NC.CCCC
HOMO level ... -8.94 eV
ΔE to the lowest compared entry with this formula, charge and spin ... 16.5 kcal/mol
E_tot ... -9461.35909 eV
M ... 116.208 g/mol
Kohn-Sham gap ... 0.36256 Eh
LUMO energy ... 0.93 eV

Structure (XYZ):
```
24
C6H16N2 (ωB97M-V/def2-TZVPD)
N 1.80 1.30 -0.08
N 2.42 1.59 -2.34
C -1.46 1.10 0.88
C -1.22 -0.12 -0.01
C 2.42 0.90 -1.24
C 2.25 0.83 1.22
C -2.15 -1.31 0.30
C -1.88 -2.53 -0.58
H -2.58 -3.34 -0.34
H -3.21 -0.99 0.18
H 2.95 -0.08 -1.12
H -2.49 1.45 0.83
H -2.02 -1.57 1.36
H 1.50 2.29 -0.15
H -0.84 1.96 0.58
H 2.74 -0.13 1.07
H 3.00 1.50 1.64
H -1.35 0.15 -1.05
H -0.16 -0.47 0.11
H 2.96 1.11 -3.03
H 1.40 0.68 1.94
H -1.24 0.85 1.91
H -0.85 -2.91 -0.45
H -1.98 -2.28 -1.64
```